C3H7NO2 | ωB97M-V with the def2-TZVPD basis set

Properties
Energy = -323.59516 a.u.
ΔE to the lowest compared entry with this formula, charge and spin = 116.6 kcal per mole
Gap between HOMO and LUMO (spin up / spin down) = 7.144 / 7.138 eV

CARTESIAN COORDINATES (ANGSTROEM)
O -1.5444 -0.5797 1.6190
C -0.8630 -1.1721 0.6314
C -0.4340 1.0636 -1.0100
N 0.9103 0.8192 -1.0139
C 1.5176 0.1351 -0.0564
O 0.8045 -0.2437 0.9428
H -0.9125 -0.4104 2.3319
H -1.4444 -1.1868 -0.2862
H -0.3308 -2.0884 0.8682
H -0.8831 1.2575 -0.0457
H -0.7913 1.6200 -1.8687
H 1.4309 0.9834 -1.8646
H 2.5401 -0.1976 -0.2478